DFT (the ωB97M-V functional and the def2-TZVPD basis) results for a structure of composition C33H16F4N5O4Rh.

```
63
Properties=species:S:1:pos:R:3:nbo_charge:R:1
Rh -0.5886 -0.1265 1.1443 0.927
O 0.0502 -2.8674 4.1313 -0.594
C -0.2756 -1.9193 3.3075 0.818
O 0.4618 -1.4716 2.4304 -0.565
C -1.6529 -1.3519 3.5024 0.095
C -2.4978 -1.4858 4.5899 -0.140
C -3.6999 -0.7833 4.5628 -0.117
C -4.0278 0.0306 3.4802 -0.161
C -3.1278 0.1130 2.4309 0.074
N -1.9885 -0.5780 2.4720 -0.357
C -3.1507 0.9928 1.2072 0.814
O -4.2454 1.5336 0.7668 -0.567
O -2.0922 1.2100 0.6154 -0.538
H 0.9586 -3.1788 3.9611 0.538
H -2.2194 -2.1057 5.4307 0.277
H -4.3805 -0.8553 5.4001 0.269
H -4.9494 0.5974 3.4862 0.256
H -5.0393 1.3017 1.2715 0.520
F 2.1966 3.0051 1.1629 -0.299
C 3.1009 3.5804 0.3641 0.342
C 3.9029 4.5376 0.8573 0.394
F 3.7720 4.8931 2.1171 -0.254
C 4.8684 5.2449 0.0233 -0.102
C 4.8736 4.8290 -1.3749 0.388
C 4.0656 3.8638 -1.8512 0.358
F 4.1592 3.4943 -3.1170 -0.265
C 3.1200 3.1636 -1.0162 -0.004
C 2.2967 2.1809 -1.5036 -0.302
C 1.4761 1.3622 -0.6777 0.512
N 0.8999 0.5638 -0.0848 -0.420
C 2.0871 1.8799 -2.8882 0.234
N 1.8102 1.6588 -3.9806 -0.200
F 5.7466 5.3855 -2.1819 -0.246
C 5.6937 6.2091 0.5113 -0.065
C 5.8404 6.4764 1.9113 0.214
N 5.9776 6.6572 3.0366 -0.144
C 6.5020 7.0505 -0.3192 0.206
N 7.1039 7.7857 -0.9635 -0.127
C -2.7014 -2.5995 -5.1367 -0.173
C -2.1513 -1.3250 -5.1225 -0.198
C -1.7665 -0.7535 -3.9209 -0.193
C -1.9098 -1.4618 -2.7261 -0.024
C -2.4721 -2.7399 -2.7458 -0.212
C -2.8664 -3.3007 -3.9473 -0.199
C -1.4513 -0.8029 -1.4889 -0.250
C -1.1708 -1.3923 -0.3351 0.082
C -0.9301 -2.7762 0.0546 -0.197
C 0.1498 -3.4414 -0.5358 -0.097
C 0.4184 -4.7625 -0.2108 -0.210
C -0.3861 -5.4312 0.7001 -0.170
C -1.4747 -4.7853 1.2806 -0.210
C -1.7416 -3.4654 0.9636 -0.216
H -3.0118 -3.0439 -6.0723 0.233
H -2.0226 -0.7751 -6.0444 0.234
H -1.3376 0.2415 -3.9135 0.216
H -2.6255 -3.2902 -1.8274 0.208
H -3.3131 -4.2856 -3.9573 0.228
H -1.3512 0.2751 -1.5736 0.234
H 0.7644 -2.9159 -1.2549 0.225
H 1.2561 -5.2695 -0.6696 0.241
H -0.1801 -6.4644 0.9448 0.239
H -2.1256 -5.3231 1.9570 0.234
H -2.6273 -2.9884 1.3663 0.204
```

Results
LUMO (alpha / beta)	-7.8 / -7.8	eV
frontier orbital gap (alpha / beta)	0.1971 / 0.1971	Eh
DFT total energy	-2351.22456	Ha
charge	+2